107
Properties=species:S:1:pos:R:3:forces:R:3 method="wB97M-V/def2-TZVPD" relative_energy_kcal_mol=71.41 charge=-1 multiplicity=1 homo_lumo_gap_ha=0.2433
Sr -8.7668 -17.8651 -15.7722 -0.29 -0.35 -0.24
N -8.7528 -20.9141 -15.5150 0.96 0.87 0.20
C -9.1628 -21.0145 -16.8278 0.18 -0.26 1.76
N -9.7859 -22.1332 -17.1859 0.43 0.43 -0.18
C -10.3172 -22.0350 -18.3986 0.16 0.77 -0.24
N -10.7201 -23.1661 -19.0468 -0.07 1.10 0.31
N -10.4106 -20.8673 -19.0696 0.66 -0.38 -1.10
C -9.5454 -19.9307 -18.6842 -1.60 -1.82 -0.30
N -8.8969 -19.9200 -17.5657 0.56 -1.76 2.35
C -9.1653 -18.8140 -19.4794 -0.07 0.92 -0.15
C -8.7038 -19.0050 -20.7557 -0.19 1.55 -0.09
C -8.2256 -17.8519 -21.3941 0.83 -0.03 -1.08
C -8.1934 -16.6622 -20.7178 -1.06 -0.40 1.46
C -8.7373 -16.6243 -19.4018 0.47 0.88 -1.01
N -9.1577 -17.6766 -18.7393 0.00 0.16 -1.29
H -9.1406 -21.5269 -14.8144 0.19 -0.31 -0.32
H -7.7690 -20.6357 -15.3671 -0.68 -0.32 0.06
H -10.6597 -24.0080 -18.5157 -0.32 -0.34 0.32
H -11.5432 -22.9760 -19.5839 -0.20 -0.44 -0.54
H -8.7342 -19.9791 -21.1900 -0.07 -0.35 -0.30
H -7.8265 -17.8166 -22.4288 -0.33 -0.54 0.76
H -7.8084 -15.7719 -21.1625 0.11 0.42 -0.18
H -8.8831 -15.6596 -18.9320 0.35 0.05 0.26
O -12.1204 -19.1449 -15.8256 -0.07 -0.18 0.37
S -12.5834 -17.7835 -15.6623 -1.10 0.62 1.25
O -13.4439 -17.2835 -16.7130 0.23 0.10 -0.28
N -11.2735 -16.9258 -15.3846 0.33 -0.91 0.23
C -11.2801 -15.5987 -15.0420 -1.53 -0.51 0.04
C -12.4256 -14.8041 -15.0776 0.57 -0.11 0.18
C -12.3540 -13.4662 -14.6721 0.33 0.11 -0.68
C -11.1228 -12.8608 -14.4892 -1.04 -0.07 -0.02
C -9.9690 -13.6686 -14.5533 0.67 1.42 0.74
C -8.6513 -13.1008 -14.4728 -1.94 -0.14 0.44
C -7.6206 -13.8828 -14.1276 0.29 -0.65 0.61
C -7.8976 -15.2654 -13.8523 1.60 0.20 -0.26
N -9.0203 -15.8406 -14.1833 0.02 -0.18 0.04
C -10.0700 -15.0550 -14.5596 0.14 0.39 -0.67
C -13.8822 -17.5627 -14.1410 1.35 0.74 -2.13
C -13.5983 -16.8107 -13.0041 1.72 -1.45 -0.26
C -14.5721 -16.6646 -12.0472 -1.60 0.42 0.33
C -15.8860 -17.0883 -12.3359 1.31 0.16 -0.70
C -16.1924 -17.5686 -13.6266 -0.63 0.63 1.44
C -15.2013 -17.7859 -14.5319 1.12 -0.72 -0.49
H -13.3494 -15.2846 -15.3819 0.06 0.41 0.01
H -13.2728 -12.8959 -14.6671 0.02 0.16 0.24
H -11.1028 -11.8085 -14.1975 0.38 -0.25 -0.36
H -8.6293 -12.0326 -14.5563 0.50 0.43 -0.17
H -6.6504 -13.4402 -13.9753 0.31 -0.33 0.06
H -7.0904 -15.8930 -13.4072 -0.82 0.39 -0.38
H -12.5511 -16.5296 -12.8231 -0.58 0.03 0.01
H -14.3995 -16.1108 -11.1118 0.12 -0.51 -0.45
H -16.5837 -17.0080 -11.5362 -0.83 0.14 0.15
H -17.2056 -17.6826 -13.9705 -0.37 -0.29 0.31
H -15.4346 -18.1691 -15.5258 0.19 0.17 0.26
O -4.6066 -15.9483 -14.7397 -0.26 -0.13 0.06
C -4.1785 -16.3112 -16.0235 0.60 -0.37 -0.83
C -5.4411 -17.0655 -16.7772 1.05 0.98 1.84
O -5.3242 -17.3725 -17.9237 0.30 -0.42 -2.22
O -6.4630 -17.2830 -16.0362 -0.17 0.30 0.58
C -2.9379 -17.2701 -15.9502 -0.59 0.39 -1.09
C -2.3949 -17.8481 -17.1263 -0.20 0.17 1.26
C -1.2227 -18.5846 -17.0893 -0.17 0.31 0.41
C -0.5689 -18.7325 -15.8590 0.16 -0.25 0.43
C -1.1342 -18.2075 -14.6786 0.78 -0.24 -0.79
C -2.3016 -17.4516 -14.7393 0.56 -0.74 -0.73
C -3.7635 -14.9785 -16.7493 -1.36 -0.41 -0.04
C -2.5236 -14.6791 -17.2875 -0.59 -0.64 0.77
C -2.2967 -13.4701 -17.9147 2.38 -0.40 -0.73
C -3.2571 -12.5324 -17.9857 -1.69 1.30 -0.43
C -4.5244 -12.8081 -17.4721 0.00 -0.13 0.25
C -4.7856 -14.0133 -16.8657 -0.07 -0.76 0.74
H -5.3970 -16.5061 -14.6322 -0.05 0.01 0.33
H -2.8973 -17.7228 -18.0548 -0.45 0.18 -0.54
H -0.8746 -18.9924 -18.0410 0.25 -0.03 0.49
H 0.3882 -19.2741 -15.7989 -0.55 0.21 -0.03
H -0.6103 -18.3664 -13.7293 -0.31 0.09 -0.34
H -2.7178 -17.0343 -13.8679 -0.46 0.43 0.92
H -1.7407 -15.3843 -17.1229 0.54 -0.34 -0.28
H -1.3099 -13.2834 -18.3969 -0.74 -0.14 0.59
H -3.1208 -11.5722 -18.4773 0.25 -0.17 0.04
H -5.3030 -12.0772 -17.5270 -0.33 0.43 -0.08
H -5.7546 -14.2421 -16.3715 0.64 0.29 -0.61
Se -4.8368 -20.0581 -13.2833 -0.67 0.17 -1.25
P -5.9531 -19.4278 -11.5915 -0.18 -0.39 1.69
Se -7.1018 -17.7057 -10.9639 0.12 0.78 -1.37
C -4.5334 -19.4462 -10.4224 -0.83 0.47 0.29
C -4.0615 -20.6796 -10.0420 1.49 0.74 0.60
C -2.9191 -20.7734 -9.2580 -0.37 -0.34 -0.22
C -2.2289 -19.6488 -8.8974 -0.10 1.11 0.72
C -2.7986 -18.4010 -9.1630 -0.06 0.81 0.13
C -3.9732 -18.2763 -9.9069 0.71 -0.96 -0.06
C -6.9455 -20.8414 -10.8332 0.86 1.34 -0.39
C -7.7165 -20.5022 -9.7366 -0.43 0.62 0.81
C -8.1165 -21.4556 -8.8175 0.10 -1.00 -0.62
C -7.7665 -22.8009 -9.0539 0.06 1.04 -0.66
C -7.0184 -23.1258 -10.1916 -0.09 0.07 0.40
C -6.5792 -22.1352 -11.0789 0.19 -1.15 -0.28
H -4.4936 -21.5596 -10.4054 -0.58 -1.03 -0.28
H -2.6128 -21.7281 -8.8848 0.33 -0.54 -0.10
H -1.3245 -19.7026 -8.2963 -0.12 -0.06 -0.08
H -2.3743 -17.4885 -8.7163 0.05 -0.48 -0.38
H -4.4259 -17.3285 -10.1423 -0.02 0.20 0.10
H -7.9150 -19.4273 -9.5756 -0.05 -0.91 0.00
H -8.7090 -21.1929 -7.9517 0.04 0.07 0.05
H -8.0975 -23.5547 -8.3659 0.04 -0.36 0.18
H -6.7147 -24.1524 -10.3212 0.02 -0.19 -0.18
H -5.8693 -22.3429 -11.9117 -0.76 0.01 0.60